Entry 1:
C2H7NO2Si | ωB97M-V with the def2-TZVPD basis set

Atoms and positions in Å:
C1 1.402 1.534 0.550
C2 0.271 0.852 0.243
N1 -3.626 -0.284 0.228
O1 -3.855 -0.499 -1.101
O2 -4.593 0.012 0.894
Si1 0.315 -1.024 -0.271
H1 2.380 1.066 0.344
H2 -3.118 -0.684 -1.632
H3 1.494 2.468 0.974
H4 -0.639 1.572 0.298
H5 -1.121 -1.427 -0.722
H6 1.390 -1.044 -1.396
H7 0.715 -1.897 0.858

Results
* E_LUMO: 0.12 eV
* frontier orbital gap: 10.11 eV
* max |F|: 4.7 eV/Å
* ΔE to the lowest compared entry with this formula, charge and spin: 6.6135 eV

=====

Entry 2:
C37H58Br4N4O5PSbSi4SnTe | ωB97M-V with the def2-TZVPD basis set

Atoms and positions in Å:
Sn1 -0.110 -0.395 -0.715
Br1 -1.224 4.246 -3.864
C1 0.307 3.193 -4.252
C2 0.778 3.167 -5.557
C3 1.853 2.389 -5.905
Br2 2.425 2.386 -7.727
C4 2.509 1.596 -4.936
C5 3.574 0.711 -5.227
C6 4.125 -0.049 -4.239
C7 3.647 0.114 -2.927
N1 2.682 0.943 -2.616
C8 2.065 1.658 -3.590
C9 0.889 2.463 -3.179
O1 0.456 2.435 -2.016
H1 0.272 3.759 -6.309
H2 3.922 0.629 -6.249
H3 4.905 -0.769 -4.444
H4 4.067 -0.479 -2.119
Br3 -5.613 -0.028 -0.886
C10 -4.485 -1.070 -1.999
C11 -5.080 -1.949 -2.910
C12 -4.325 -2.742 -3.724
Br4 -5.200 -3.906 -4.953
C13 -2.911 -2.701 -3.653
C14 -2.029 -3.494 -4.424
C15 -0.681 -3.382 -4.258
C16 -0.184 -2.481 -3.298
N2 -0.985 -1.752 -2.561
C17 -2.326 -1.817 -2.727
C18 -3.098 -0.934 -1.860
O2 -2.506 -0.149 -1.059
H5 -6.160 -1.994 -2.961
H6 -2.442 -4.192 -5.142
H7 0.020 -3.979 -4.825
H8 0.880 -2.385 -3.125
C19 0.627 -6.393 0.443
C20 1.321 -5.642 -0.668
O3 2.241 -4.733 -0.067
P1 2.694 -3.408 -0.861
O4 1.672 -2.335 -0.765
Te1 3.499 -4.040 -3.017
O5 3.917 -2.958 0.067
C21 5.104 -3.729 0.206
C22 6.281 -2.905 -0.266
H9 -0.032 -7.156 0.024
H10 0.028 -5.714 1.050
H11 1.358 -6.881 1.088
H12 0.599 -5.091 -1.274
H13 1.877 -6.304 -1.337
H14 5.028 -4.658 -0.367
H15 5.187 -3.985 1.265
H16 6.141 -2.645 -1.315
H17 7.208 -3.476 -0.168
H18 6.370 -1.989 0.319
C23 -0.071 -2.841 2.278
Si1 -1.234 -2.135 0.952
C24 -2.788 -1.610 1.895
C25 -1.842 -3.673 0.010
H19 -0.507 -3.745 2.719
H20 0.079 -2.119 3.087
H21 0.908 -3.086 1.867
H22 -2.975 -2.324 2.704
H23 -3.650 -1.605 1.226
H24 -2.717 -0.615 2.333
H25 -2.063 -4.479 0.718
H26 -1.115 -4.038 -0.714
H27 -2.762 -3.454 -0.535
C26 -0.094 5.458 2.968
Si2 0.183 4.153 1.641
C27 2.009 3.742 1.697
C28 -0.229 4.936 0.000
Sb1 -1.122 1.957 1.848
Si3 -3.423 3.011 1.420
C29 -3.578 3.109 -0.434
C30 -3.683 4.746 2.106
C31 -4.761 1.944 2.185
Si4 -1.165 1.853 4.400
C32 -1.773 3.350 5.362
C33 0.574 1.482 5.013
C34 -2.242 0.414 4.940
H28 0.467 6.340 2.644
H29 0.291 5.153 3.940
H30 -1.137 5.740 3.092
H31 2.582 4.658 1.525
H32 2.270 3.017 0.928
H33 2.310 3.324 2.658
H34 0.572 5.623 -0.286
H35 -1.159 5.508 0.057
H36 -0.332 4.192 -0.793
H37 -2.934 3.901 -0.819
H38 -4.610 3.314 -0.733
H39 -3.268 2.174 -0.901
H40 -3.145 5.491 1.519
H41 -3.376 4.850 3.145
H42 -4.752 4.974 2.043
H43 -4.595 0.880 2.025
H44 -5.729 2.202 1.746
H45 -4.815 2.129 3.262
H46 -1.025 4.140 5.397
H47 -1.970 3.016 6.385
H48 -2.690 3.780 4.963
H49 1.335 2.068 4.500
H50 0.818 0.432 4.850
H51 0.642 1.688 6.085
H52 -3.298 0.586 4.724
H53 -2.129 0.265 6.018
H54 -1.958 -0.507 4.433
N3 2.970 0.700 0.316
C35 4.200 0.428 0.782
C36 4.045 -0.146 2.026
C37 2.651 -0.198 2.209
N4 2.019 0.319 1.171
H55 2.672 0.972 -0.634
H56 5.078 0.657 0.203
H57 4.820 -0.495 2.685
H58 2.087 -0.605 3.030

Results
* E_LUMO: 3.70 eV
* frontier orbital gap: 5.47 eV
* max |F|: 0.5 eV/Å
* ΔE to the lowest compared entry with this formula, charge and spin: 1.0267 eV
* net charge: -2

=====

Entry 3:
C14H14BCl2F4NO2STi | ωB97M-V with the def2-TZVPD basis set

Atoms and positions in Å:
Ti1 1.178 -0.910 -1.342
O1 1.923 -1.100 0.450
N1 2.526 -0.121 1.141
C1 2.981 -0.478 2.364
C2 3.496 0.444 3.221
C3 3.536 1.785 2.795
C4 3.072 2.125 1.562
C5 2.522 1.154 0.672
S1 1.910 1.499 -0.857
H1 2.898 -1.535 2.565
H2 3.857 0.132 4.189
H3 3.941 2.548 3.449
H4 3.091 3.145 1.206
F1 3.180 -1.321 -2.055
B1 3.018 -0.974 -3.472
F2 1.597 -0.752 -3.549
F3 3.420 -2.011 -4.265
F4 3.697 0.198 -3.725
Cl1 0.693 -3.194 -1.823
C6 -1.594 -3.926 0.906
Cl2 -0.506 -2.710 1.359
H5 -1.170 -4.901 0.726
H6 -2.487 -3.601 0.395
C7 -2.358 0.390 -2.988
C8 -1.738 0.266 -1.633
O2 -0.542 -0.269 -1.590
C9 -2.375 0.700 -0.445
C10 -3.715 1.164 -0.464
C11 -4.354 1.545 0.699
C12 -3.698 1.486 1.927
C13 -2.370 1.054 1.961
C14 -1.716 0.678 0.808
H7 -1.620 0.116 -3.739
H8 -2.702 1.410 -3.185
H9 -3.224 -0.271 -3.105
H10 -4.251 1.209 -1.403
H11 -5.382 1.884 0.653
H12 -4.208 1.770 2.838
H13 -1.843 1.008 2.907
H14 -0.682 0.363 0.847

Results
* E_LUMO (spin up / spin down): 2.52 / 2.52 eV
* frontier orbital gap (spin up / spin down): 5.79 / 8.28 eV
* max |F|: 1.3 eV/Å
* net charge: -1
* multiplicity: 4

=====

Entry 4:
C5H12NO2S | ωB97M-V with the def2-TZVPD basis set

Atoms and positions in Å:
C1 0.009 -0.292 -0.917
C2 0.106 -1.560 -0.144
C3 1.139 0.774 1.275
C4 2.132 0.780 -0.910
C5 0.727 0.878 -0.231
N1 -2.946 -0.824 -0.938
O1 -2.406 1.621 -0.198
O2 -1.997 -0.089 1.496
S1 -1.850 0.285 0.076
H1 0.985 -1.582 0.383
H2 -0.713 -1.657 0.641
H3 0.011 -2.559 -0.700
H4 0.312 0.243 1.796
H5 1.143 1.708 1.603
H6 2.097 0.230 1.498
H7 1.984 0.364 -1.842
H8 2.570 1.893 -1.021
H9 2.912 0.175 -0.288
H10 0.371 1.895 -0.316
H11 -3.862 -0.537 -0.630
H12 -2.724 -1.748 -0.634

Results
* E_LUMO: 3.70 eV
* frontier orbital gap: 6.98 eV
* max |F|: 5.0 eV/Å
* ΔE to the lowest compared entry with this formula, charge and spin: 4.7467 eV
* net charge: -1

=====

Entry 5:
C4H4O5V | ωB97M-V with the def2-TZVPD basis set

Atoms and positions in Å:
O1 -0.406 -1.106 -0.235
C1 0.406 -2.080 -0.847
O2 0.204 -2.421 -1.990
O3 1.312 -2.412 -0.017
C2 -0.817 0.075 -0.935
H1 -0.115 0.267 -1.758
H2 -1.829 -0.067 -1.337
C3 -0.791 1.214 0.075
H3 -1.537 1.009 0.864
H4 -1.097 2.131 -0.449
O4 2.042 1.788 2.587
O5 0.498 1.422 0.605
C4 1.190 1.085 2.172
V1 0.942 -0.905 1.264

Results
* E_LUMO (spin up / spin down): -0.81 / -1.05 eV
* frontier orbital gap (spin up / spin down): 8.36 / 8.47 eV
* max |F|: 3.0 eV/Å
* ΔE to the lowest compared entry with this formula, charge and spin: 0.0000 eV
* multiplicity: 4

=====

Entry 6:
C12H11O2 | ωB97M-V with the def2-TZVPD basis set

Atoms and positions in Å:
C1 2.428 1.940 -1.011
C2 2.403 1.424 0.216
C3 1.672 1.378 -2.035
C4 1.289 0.497 0.621
C5 0.492 0.800 -1.807
C6 0.149 0.596 -0.337
C7 -0.957 -0.408 2.440
C8 -1.002 -4.434 0.283
C9 -1.380 0.494 1.485
C10 -1.255 -3.332 -0.099
C11 -2.353 0.603 -0.940
C12 -1.122 0.550 0.100
O1 -3.246 1.475 -0.726
O2 -2.248 -0.267 -1.843
H1 3.113 2.559 -1.470
H2 3.200 1.930 0.846
H3 1.896 1.598 -3.085
H4 0.949 0.587 1.660
H5 -0.264 0.474 -2.475
H6 -1.216 -0.249 3.478
H7 -0.210 -1.205 2.233
H8 -1.114 -5.337 0.872
H9 1.770 -0.539 0.527
H10 -2.036 1.399 1.683
H11 -0.958 -2.533 -0.618

Results
* E_LUMO: 3.36 eV
* frontier orbital gap: 7.67 eV
* max |F|: 4.1 eV/Å
* ΔE to the lowest compared entry with this formula, charge and spin: 2.1254 eV
* net charge: -1

=====

Entry 7:
C2H2F3I | ωB97M-V with the def2-TZVPD basis set

Atoms and positions in Å:
C1 -0.699 0.062 -0.623
C2 0.544 -0.038 0.664
F1 -1.533 1.030 -0.295
F2 -1.275 -1.117 -0.677
F3 0.978 1.149 1.109
I1 2.193 -1.108 -0.078
H1 -0.213 0.449 -1.632
H2 0.005 -0.426 1.532

Results
* E_LUMO: 0.34 eV
* frontier orbital gap: 10.30 eV
* max |F|: 5.5 eV/Å
* ΔE to the lowest compared entry with this formula, charge and spin: 0.9620 eV

=====

Entry 8:
C20H20ClN3O3S | ωB97M-V with the def2-TZVPD basis set

Atoms and positions in Å:
C1 0.719 -6.439 -3.941
H1 0.024 -6.966 -4.591
O1 0.826 -7.205 -2.769
C2 1.717 -6.665 -1.821
C3 1.389 -7.278 -0.463
H2 1.312 -8.358 -0.585
H3 2.192 -7.060 0.245
C4 0.056 -6.741 0.065
N1 0.164 -5.361 0.480
C5 -0.367 -4.333 -0.215
O2 -1.055 -4.468 -1.206
C6 -0.066 -2.976 0.352
C7 -1.053 -2.010 0.244
C8 -0.829 -0.726 0.735
C9 0.402 -0.411 1.323
C10 1.397 -1.384 1.403
C11 1.168 -2.656 0.926
H4 1.957 -3.392 0.971
H5 2.342 -1.109 1.845
C12 0.646 0.939 1.840
O3 1.688 1.284 2.355
N2 -0.417 1.830 1.708
C13 -1.620 1.519 1.137
S1 -2.870 2.580 1.012
N3 -1.784 0.252 0.664
H6 -2.680 0.051 0.240
C14 -0.221 3.192 2.195
C15 0.030 4.149 1.058
C16 -0.807 5.234 0.839
C17 -0.577 6.100 -0.215
C18 0.498 5.873 -1.058
C19 1.346 4.796 -0.854
C20 1.107 3.940 0.205
H7 1.772 3.105 0.376
H8 2.182 4.632 -1.515
Cl1 0.789 6.947 -2.381
H9 -1.231 6.940 -0.385
H10 -1.652 5.400 1.489
H11 -1.110 3.490 2.755
H12 0.646 3.158 2.859
H13 -1.990 -2.265 -0.227
H14 0.723 -5.168 1.296
H15 -0.287 -7.342 0.911
H16 -0.686 -6.781 -0.735
H17 1.606 -5.571 -1.776
H18 2.757 -6.889 -2.108
H19 0.326 -5.439 -3.721
H20 1.688 -6.341 -4.446

Results
* E_LUMO: -0.36 eV
* frontier orbital gap: 8.24 eV
* max |F|: 0.8 eV/Å
* ΔE to the lowest compared entry with this formula, charge and spin: 0.0000 eV